{"formula": "C5H25BN8NbO5", "method": "the ωB97M-V functional and the def2-TZVPD basis", "species": ["C", "B", "O", "Nb", "H", "H", "H", "H", "H", "H", "H", "H", "H", "C", "O", "N", "N", "H", "H", "H", "H", "C", "O", "N", "N", "H", "H", "H", "H", "C", "O", "N", "N", "H", "H", "H", "H", "C", "O", "N", "N", "H", "H", "H", "H"], "positions_angstrom": [[1.7747, 2.5791, -2.0101], [1.4401, 1.6494, -3.2545], [0.5570, 2.2191, -4.1473], [2.3755, -0.5227, -3.3936], [0.8314, 2.9741, -1.6028], [2.3295, 2.0697, -1.2212], [2.3705, 3.4294, -2.3727], [0.4539, 1.5971, -4.8817], [1.1783, -0.6760, -4.8555], [1.0378, -1.0825, -2.2464], [3.4398, -0.0614, -1.9357], [3.4910, 0.5842, -4.3876], [3.3155, -1.9584, -4.1470], [3.1195, -4.3986, -0.7900], [3.4020, -3.3667, -1.3452], [2.8370, -5.5590, -1.4828], [3.0454, -4.5109, 0.5811], [2.5885, -6.4238, -1.0444], [2.8655, -5.4906, -2.4837], [3.2066, -3.6688, 1.1032], [2.7943, -5.3545, 1.0574], [0.5619, 1.8232, 2.0671], [1.5301, 1.2519, 2.5266], [0.0118, 2.9332, 2.6765], [-0.0915, 1.4389, 0.9335], [-0.8020, 3.4181, 2.3339], [0.4730, 3.2585, 3.5056], [0.2634, 0.6355, 0.4332], [-0.8895, 1.9319, 0.5796], [-1.9795, -1.7920, -0.2662], [-0.7962, -1.8069, -0.5030], [-2.7835, -2.9049, -0.4139], [-2.6295, -0.6635, 0.1751], [-3.7694, -2.9044, -0.2405], [-2.3355, -3.7352, -0.7536], [-2.0646, 0.1610, 0.2665], [-3.6014, -0.6350, 0.4130], [-3.4630, 3.1963, 3.5050], [-2.9253, 3.7510, 2.5622], [-2.7638, 2.7346, 4.5794], [-4.8164, 2.9839, 3.5408], [-3.1903, 2.2548, 5.3485], [-1.7617, 2.8067, 4.5356], [-5.3497, 3.3120, 2.7574], [-5.2815, 2.5218, 4.2983]], "homo_ev": -3.264, "lumo_energy_ev": 1.84, "orbital_gap_ev": 5.11, "total_charge": -1}

***

{"formula": "C4H11NOSn", "method": "the ωB97M-V functional and the def2-TZVPD basis", "species": ["Sn", "C", "C", "C", "O", "C", "N", "H", "H", "H", "H", "H", "H", "H", "H", "H", "H", "H"], "positions_angstrom": [[-2.0565, 0.4082, -1.5059], [2.0950, 0.1225, -0.6439], [0.5626, 0.1946, -0.7625], [-0.0585, -0.0180, 0.5915], [-1.4693, -0.4168, 0.4788], [-1.9110, -1.1850, 1.5813], [0.1854, 1.3614, -1.3417], [2.3147, -0.8258, -0.1534], [2.5088, 0.9392, -0.0524], [2.6368, 0.0402, -1.5861], [0.1593, -0.5667, -1.4302], [0.0420, 0.9459, 1.0904], [0.4934, -0.7090, 1.2287], [-1.4531, -2.1654, 1.7124], [-2.9827, -1.3325, 1.4482], [-1.9272, -0.5211, 2.4456], [0.2320, 2.2475, -0.8593], [0.6283, 1.4805, -2.2416]], "homo_ev": -19.466, "lumo_energy_ev": -10.60, "orbital_gap_ev": 8.86, "de_lowest_ev": 0.6018, "total_charge": 2}

***

{"formula": "C7H15O", "method": "the ωB97M-V functional and the def2-TZVPD basis", "species": ["C", "O", "C", "C", "H", "H", "H", "H", "H", "H", "H", "C", "C", "C", "C", "H", "H", "H", "H", "H", "H", "H", "H"], "positions_angstrom": [[1.4215, 0.7275, -1.1666], [0.9746, 0.7311, 0.1017], [1.3337, 2.1062, -1.8446], [-0.0846, 2.6881, -1.7818], [0.8504, 0.0072, -1.8159], [2.5056, 0.4355, -1.2935], [1.6424, 2.0809, -2.9030], [2.0179, 2.7674, -1.2994], [-0.1382, 3.6594, -2.2869], [-0.3283, 2.7717, -0.7218], [-0.7682, 1.9920, -2.2700], [0.5510, -1.2934, 2.1432], [-0.8682, -0.9448, 1.7044], [-1.2435, -1.8561, 0.5694], [-2.3647, -2.5620, 0.4415], [1.2592, -1.0513, 1.3523], [0.8881, -0.7118, 3.0126], [0.6653, -2.3613, 2.3798], [-0.8591, 0.0704, 1.3157], [-1.5774, -1.1038, 2.5225], [-0.5200, -1.8800, -0.2407], [-2.6375, -3.0337, -0.4989], [-3.0976, -2.5999, 1.2475]], "homo_ev": [4.154, -0.325], "lumo_energy_ev": [6.30, 6.18], "multiplicity": 2, "orbital_gap_ev": [2.14, 6.50], "total_charge": -2}

***

{"formula": "C33H89N5O14S9", "method": "the ωB97M-V functional and the def2-TZVPD basis", "species": ["C", "O", "N", "C", "C", "H", "H", "H", "H", "H", "H", "H", "C", "O", "N", "C", "C", "H", "H", "H", "H", "H", "H", "H", "C", "O", "N", "C", "C", "H", "H", "H", "H", "H", "H", "H", "C", "O", "N", "C", "C", "H", "H", "H", "H", "H", "H", "H", "C", "O", "N", "C", "C", "H", "H", "H", "H", "H", "H", "H", "C", "S", "O", "C", "H", "H", "H", "H", "H", "H", "C", "S", "O", "C", "H", "H", "H", "H", "H", "H", "C", "S", "O", "C", "H", "H", "H", "H", "H", "H", "C", "S", "O", "C", "H", "H", "H", "H", "H", "H", "C", "S", "O", "C", "H", "H", "H", "H", "H", "H", "C", "S", "O", "C", "H", "H", "H", "H", "H", "H", "C", "S", "O", "C", "H", "H", "H", "H", "H", "H", "C", "S", "O", "C", "H", "H", "H", "H", "H", "H", "C", "S", "O", "C", "H", "H", "H", "H", "H", "H"], "positions_angstrom": [[3.8476, 3.0849, -0.7365], [2.8352, 3.8022, -0.8139], [5.0166, 3.2576, -1.2895], [6.1633, 2.3852, -1.1230], [5.3828, 4.5117, -2.0074], [3.7715, 2.0407, -0.3520], [5.8669, 1.5574, -0.4744], [6.9756, 2.9097, -0.6612], [6.4072, 1.8901, -2.0645], [4.4791, 5.0637, -2.2203], [6.1172, 5.1751, -1.5299], [5.7868, 4.2279, -2.9596], [-0.7908, 2.2705, -5.4805], [0.3042, 2.2448, -6.0431], [-1.3831, 1.2288, -4.8777], [-2.8260, 1.2910, -4.7664], [-0.6690, -0.0041, -4.8127], [-1.4902, 3.0777, -5.4465], [-3.0782, 2.3412, -4.5149], [-3.1229, 0.5914, -4.0266], [-3.2765, 1.0525, -5.7597], [0.3716, 0.2375, -5.0199], [-0.7366, -0.3686, -3.7902], [-0.9479, -0.7734, -5.5408], [-2.1191, 2.1228, -0.7411], [-3.0087, 2.0631, 0.0921], [-1.1283, 3.0574, -0.7375], [-0.1546, 3.2583, -1.7909], [-1.2115, 4.0455, 0.3089], [-2.0048, 1.4875, -1.6072], [-0.1944, 4.1775, -2.3508], [-0.1960, 2.3644, -2.4201], [0.8573, 3.1349, -1.3622], [-0.5354, 4.8645, 0.2468], [-2.2179, 4.4363, 0.3426], [-1.0961, 3.5656, 1.2876], [4.4708, -1.7902, -0.6405], [3.7081, -1.5098, 0.2853], [4.1325, -2.3765, -1.8008], [5.0985, -2.5168, -2.8336], [2.8104, -2.7476, -2.0805], [5.5287, -1.5719, -0.6034], [5.0573, -3.5793, -3.1870], [6.1073, -2.3918, -2.4898], [4.7535, -1.9316, -3.6731], [2.1723, -2.4116, -1.2150], [2.4345, -2.1573, -2.9392], [2.6694, -3.8258, -2.2212], [-0.1276, -0.6008, -0.5897], [-1.0878, -1.3612, -0.5698], [0.2488, 0.1767, 0.4400], [1.4632, 0.8818, 0.4013], [-0.5478, 0.1024, 1.6565], [0.6552, -0.5514, -1.3688], [1.9910, 0.4931, -0.4350], [1.9717, 0.5439, 1.3186], [1.4009, 1.9606, 0.4263], [-1.3181, -0.6273, 1.5784], [0.0340, -0.2067, 2.5182], [-1.0358, 1.1033, 1.8509], [-3.9211, 1.9753, 4.7013], [-3.9319, 1.2748, 2.9508], [-4.6622, -0.0249, 2.9600], [-5.1425, 2.6066, 2.3044], [-3.3945, 2.9280, 4.5936], [-3.2472, 1.3680, 5.3168], [-4.8929, 2.0688, 5.1716], [-4.6751, 3.5763, 2.5464], [-6.0456, 2.4606, 2.9344], [-5.2265, 2.3692, 1.2553], [0.0150, 2.8753, 4.1741], [1.0393, 2.4145, 5.6217], [2.0707, 3.5077, 5.5927], [-0.1089, 2.9904, 7.0214], [-0.0024, 3.9570, 4.2981], [-0.9793, 2.3760, 4.1603], [0.6603, 2.5964, 3.3244], [-0.9628, 2.3249, 7.1758], [-0.4220, 3.9690, 6.7520], [0.4967, 2.9626, 7.9039], [2.8174, 2.8808, -4.0772], [3.5999, 1.2646, -4.1725], [2.5945, 0.2633, -3.6790], [3.6294, 1.1016, -6.0281], [2.4623, 3.0840, -3.0734], [2.0071, 2.9412, -4.7888], [3.4732, 3.6751, -4.4267], [3.7132, 0.0352, -6.2234], [4.5331, 1.4936, -6.4158], [2.7078, 1.5408, -6.4246], [-6.6602, -2.0760, -3.2760], [-5.3842, -0.7939, -2.8457], [-5.5324, 0.3046, -3.8803], [-6.1389, -0.1440, -1.3275], [-7.6056, -1.5410, -3.3698], [-6.7402, -2.9082, -2.5975], [-6.3729, -2.4398, -4.2490], [-5.3632, 0.5508, -1.0553], [-6.2005, -0.9036, -0.5659], [-7.1747, 0.3060, -1.4659], [-1.4810, -3.6351, -3.9471], [-1.8847, -5.3475, -3.6554], [-1.8154, -5.4131, -2.1538], [-3.7241, -5.2609, -3.9494], [-2.1263, -3.0307, -3.2604], [-1.6184, -3.2976, -4.9911], [-0.4403, -3.4545, -3.6829], [-4.0349, -4.9045, -4.9268], [-4.1869, -4.7110, -3.1137], [-4.0150, -6.3345, -3.8362], [1.0284, -4.1681, 1.2427], [1.4318, -2.6685, 2.1608], [0.5036, -2.7174, 3.3621], [3.1047, -3.1420, 2.7109], [1.3058, -4.9424, 1.9234], [1.7330, -4.1993, 0.4055], [-0.0386, -4.2386, 1.0159], [3.7124, -3.1124, 1.8200], [3.0536, -4.0390, 3.3351], [3.4143, -2.2995, 3.3412], [-3.2626, -5.0061, 0.6446], [-3.7589, -3.5965, -0.5138], [-5.2376, -3.9251, -0.7338], [-3.8418, -2.2543, 0.6673], [-2.6399, -5.7427, 0.1013], [-4.0864, -5.4726, 1.1740], [-2.6175, -4.5857, 1.3932], [-3.8814, -1.3806, 0.0747], [-2.9610, -2.2535, 1.3325], [-4.7652, -2.3529, 1.2875], [-2.3342, -2.3085, 4.4519], [-1.3524, -1.4366, 5.6468], [-1.4174, 0.0380, 5.2729], [-2.6503, -1.4927, 6.9892], [-2.6081, -3.2179, 4.9909], [-1.6294, -2.5124, 3.5719], [-3.2415, -1.7145, 4.2911], [-2.8716, -2.4754, 7.4607], [-3.5785, -1.0561, 6.5775], [-2.2436, -0.8091, 7.7532], [4.7106, 1.8666, 3.4710], [5.7454, 0.4580, 2.9780], [6.8754, 0.9637, 2.0649], [6.5322, 0.2024, 4.5828], [5.3802, 2.6418, 3.8333], [3.8251, 1.6636, 4.1202], [4.3304, 2.2025, 2.5119], [7.0863, 1.1166, 4.8901], [7.2234, -0.6145, 4.4210], [5.7301, -0.0181, 5.2906]], "homo_ev": -8.236, "lumo_energy_ev": 0.24, "orbital_gap_ev": 8.48, "de_lowest_ev": 3.2087}

***

{"formula": "C5H11NO2", "method": "the ωB97M-V functional and the def2-TZVPD basis", "species": ["C", "N", "C", "O", "C", "C", "C", "O", "H", "H", "H", "H", "H", "H", "H", "H", "H", "H", "H"], "positions_angstrom": [[0.6862, 0.3387, 1.0919], [-0.0200, 1.6103, 0.9063], [-0.7586, 2.2013, 1.9014], [-1.5284, 3.0861, 1.5597], [-0.1506, -0.8560, 0.6031], [-0.5279, -0.7157, -0.9008], [0.5737, -0.7706, -1.9104], [0.8893, -2.0689, -2.3834], [1.6731, 0.4480, 0.6478], [0.8964, 0.2315, 2.1573], [-0.3333, 1.7786, -0.0331], [-0.6198, 1.9128, 2.9502], [-1.0836, -0.8476, 1.1504], [0.3281, -1.8336, 0.6501], [-1.0837, 0.2021, -0.9738], [-1.3082, -1.4423, -1.0930], [0.3337, -0.1187, -2.7660], [1.5472, -0.3458, -1.6322], [0.4864, -2.8099, -1.9253]], "homo_ev": -9.768, "lumo_energy_ev": 0.77, "orbital_gap_ev": 10.54, "de_lowest_ev": 1.3680}

***

{"formula": "C32H27N6P2PdSSe2", "method": "the ωB97M-V functional and the def2-TZVPD basis", "species": ["Pd", "Se", "P", "C", "C", "C", "C", "C", "C", "C", "C", "C", "C", "C", "C", "C", "C", "N", "N", "N", "P", "Se", "C", "C", "C", "C", "C", "C", "C", "C", "C", "C", "C", "C", "H", "H", "H", "H", "H", "H", "H", "H", "H", "H", "H", "H", "H", "H", "H", "H", "H", "H", "H", "H", "C", "C", "N", "H", "H", "H", "S", "C", "N", "C", "C", "C", "N", "H", "H", "H", "H"], "positions_angstrom": [[1.8461, 0.7199, -2.9515], [-4.3596, 0.8336, 0.9237], [-2.3292, 1.0817, 1.4849], [-1.9140, -0.1403, 2.7622], [-1.9422, 0.2443, 4.0993], [-1.7173, -0.6969, 5.0926], [-1.4632, -2.0182, 4.7557], [-1.4583, -2.4061, 3.4236], [-1.6988, -1.4729, 2.4298], [-1.9003, 2.7020, 2.1796], [-2.8787, 3.3794, 2.8991], [-2.5709, 4.5786, 3.5232], [-1.2922, 5.1064, 3.4171], [-0.3220, 4.4430, 2.6792], [-0.6222, 3.2407, 2.0585], [-1.2462, 0.9699, 0.0313], [-0.2169, 0.2634, -0.5940], [-0.0242, 0.8794, -1.7972], [-0.8212, 1.9233, -1.8660], [-1.5609, 1.9900, -0.8002], [0.7441, -1.2126, -0.3227], [2.4175, -1.3068, -1.7001], [-0.3525, -2.6236, -0.6168], [-1.7350, -2.4646, -0.6722], [-2.5426, -3.5724, -0.8777], [-1.9757, -4.8296, -1.0253], [-0.5957, -4.9838, -0.9989], [0.2190, -3.8816, -0.8074], [1.3860, -1.2318, 1.3668], [1.9794, -2.4023, 1.8361], [2.5318, -2.4295, 3.1043], [2.5012, -1.2927, 3.9010], [1.9291, -0.1223, 3.4261], [1.3811, -0.0872, 2.1550], [-2.1357, 1.2746, 4.3656], [-1.7439, -0.3980, 6.1325], [-1.2821, -2.7487, 5.5336], [-1.2727, -3.4403, 3.1608], [-1.7333, -1.7890, 1.3968], [-3.8812, 2.9710, 2.9494], [-3.3305, 5.1026, 4.0880], [-1.0558, 6.0453, 3.9009], [0.6682, 4.8698, 2.5851], [0.1377, 2.7465, 1.4653], [-2.1857, -1.4845, -0.5612], [-3.6164, -3.4506, -0.9250], [-2.6106, -5.6934, -1.1719], [-0.1543, -5.9616, -1.1376], [1.2961, -3.9926, -0.8340], [1.9963, -3.2913, 1.2177], [2.9945, -3.3360, 3.4712], [2.9325, -1.3184, 4.8930], [1.9110, 0.7666, 4.0429], [0.9431, 0.8270, 1.7855], [5.9012, 0.5034, -5.3398], [4.8252, 0.6344, -4.3858], [3.9878, 0.7308, -3.6141], [6.6879, -0.1237, -4.9228], [6.3097, 1.4859, -5.5723], [5.5245, 0.0481, -6.2546], [1.8557, 3.1270, -3.5491], [0.9264, 2.0548, -4.4914], [-0.4412, 2.2022, -4.5120], [-1.2208, 1.5757, -5.4059], [-0.6623, 0.7500, -6.3351], [0.7179, 0.5270, -6.2118], [1.4870, 1.1532, -5.3460], [-0.8471, 2.6301, -3.6703], [-2.2837, 1.7573, -5.3241], [-1.2531, 0.2621, -7.0932], [1.2118, -0.1976, -6.8495]], "homo_ev": [-9.617, -9.617], "lumo_energy_ev": [-4.52, -4.52], "orbital_gap_ev": [5.10, 5.10], "de_lowest_ev": 1.9071, "total_charge": 1}

***

Which E belongs to each record? In order, -29974.4762; -13676.4198; -9544.5918; -169289.2952; -10947.8989; -206142.6762 eV.